(1)
This record from the OMol25 dataset describes an isolated ion of composition CH2N5 and charge +1 in a non-equilibrium geometry. The level of theory is ωB97M-V with the def2-TZVPD basis set.

The total energy is -312.63218 hartree. The orbital gap is 0.3432 Ha. The LUMO energy is -6.32 eV. The net charge is +1. The HOMO energy comes out at -15.6550 eV.

Last column: natural (NBO) charge in e.
Atoms and positions in Å:
1 C 0.678 0.266 0.202  0.6463
2 N -1.755 -0.328 -0.809  0.1178
3 N 0.200 1.391 0.183  -0.1268
4 N -1.593 0.750 -0.647  0.2372
5 N -1.020 1.770 -0.327  -0.1356
6 N 1.058 -0.911 0.372  -0.7058
7 H 1.846 -1.432 -0.108  0.4886
8 H 0.586 -1.506 1.136  0.4782



(2)
This record from the OMol25 dataset describes a 2-piece molecular cluster, C3H10O overall in a non-equilibrium geometry. The level of theory is ωB97M-V with the def2-TZVPD basis set.

The total energy is -195.47426 hartree. The structure (SMILES) is CC.CO. The orbital gap is 0.4158 Ha. The LUMO energy is 0.94 eV. The HOMO energy comes out at -10.3744 eV.

Last column: natural (NBO) charge in e.
Atoms and positions in Å:
1 C -1.390 0.221 -1.192  -0.6184
2 C -1.828 1.319 -0.365  -0.6029
3 H -0.910 0.640 -2.094  0.2032
4 H -0.535 -0.342 -0.783  0.2100
5 H -2.062 -0.556 -1.414  0.1995
6 H -2.153 1.019 0.604  0.1959
7 H -2.773 1.705 -0.802  0.1986
8 H -1.050 2.138 -0.305  0.2098
9 C 2.142 -0.914 1.065  -0.2469
10 O 0.999 -0.580 0.437  -0.7239
11 H 0.216 -1.031 0.664  0.4765
12 H 2.185 -1.120 2.098  0.1736
13 H 2.710 -1.564 0.407  0.1626
14 H 2.839 -0.004 1.080  0.1623



(3)
This record from the OMol25 dataset describes a 2-piece molecular cluster, C2H8N2S overall in a non-equilibrium geometry. The level of theory is ωB97M-V with the def2-TZVPD basis set.

The total energy is -588.61458 hartree. The orbital gap is 0.1826 Ha. The LUMO energy is -0.68 eV. The HOMO energy comes out at -5.6470 eV.

Last column: natural (NBO) charge in e.
Atoms and positions in Å:
1 C -2.875 -1.505 1.289  -0.7146
2 S -1.562 -0.522 0.532  -0.7998
3 H -2.912 -2.484 0.801  0.1865
4 H -2.666 -1.662 2.338  0.1894
5 H -3.860 -1.057 1.127  0.1887
6 N 0.905 1.236 -1.453  -0.6843
7 C 2.144 0.953 -1.123  0.3906
8 N 2.365 0.592 0.124  -0.7249
9 H 0.228 0.956 -0.758  0.4537
10 H 0.613 1.781 -2.245  0.4325
11 H 2.959 1.199 -1.801  0.2188
12 H 3.108 -0.025 0.422  0.4274
13 H 1.553 0.539 0.747  0.4360



(4)
This record from the OMol25 dataset describes C7H6ClN3O2S as an isolated structure in a non-equilibrium geometry. The level of theory is ωB97M-V with the def2-TZVPD basis set.

The total energy is -1443.44287 hartree. The orbital gap is 0.2970 Ha. The LUMO energy is -0.60 eV. The HOMO energy comes out at -8.6851 eV.

Last column: natural (NBO) charge in e.
Atoms and positions in Å:
1 C 2.811 -0.219 1.018  0.0651
2 C 1.084 -0.481 -0.828  0.0494
3 C 1.545 -0.492 0.493  -0.1573
4 C 0.512 -0.808 1.385  -0.2296
5 C 0.643 -0.793 2.700  -0.1345
6 C -0.403 4.987 2.656  1.0211
7 C 2.212 -0.529 3.202  0.1172
8 N -0.093 -0.942 -1.081  -0.5157
9 N 3.098 -0.166 2.359  -0.4267
10 N -4.101 -1.928 -6.343  -1.0942
11 O 0.512 4.835 3.348  -0.5152
12 O -1.262 5.214 1.932  -0.5059
13 S -0.873 -1.253 0.369  0.5408
14 Cl -0.449 -1.450 3.748  0.0819
15 H 3.549 0.106 0.313  0.1985
16 H 1.750 0.004 -1.506  0.2009
17 H 2.191 -0.531 4.322  0.2101
18 H -4.481 -0.971 -6.425  0.3652
19 H -3.343 -2.051 -5.593  0.3707
20 H -4.905 -2.532 -6.069  0.3584



(5)
This record from the OMol25 dataset describes a 12-piece molecular cluster, C30H90N18O12 overall in a non-equilibrium geometry. The level of theory is ωB97M-V with the def2-TZVPD basis set.

The total energy is -3085.41560 hartree. The structure (SMILES) is COC[C@H](C)N.COC[C@H](C)N.COC[C@H](C)N.COC[C@H](C)N.COC[C@H](C)N.COC[C@H](C)N.NC(N)=O.NC(N)=O.NC(N)=O.NC(N)=O.NC(N)=O.NC(N)=O. The orbital gap is 0.3323 Ha. The LUMO energy is 0.43 eV. The HOMO energy comes out at -8.6180 eV.

Last column: Mulliken charge in e.
Atoms and positions in Å:
1 C -2.034 -3.258 3.009  -1.4790
2 C -1.601 -3.708 1.662  1.8260
3 C -0.958 -5.081 1.504  -1.0801
4 O -0.451 -5.482 0.154  -0.1268
5 C 0.092 -6.785 0.229  -0.9800
6 N -2.774 -3.621 0.743  -0.4452
7 H -2.781 -3.898 3.478  0.3571
8 H -2.503 -2.275 2.953  0.2444
9 H -1.196 -3.094 3.686  0.3611
10 H -0.782 -3.070 1.327  -0.8405
11 H -1.655 -5.873 1.779  0.3932
12 H -0.137 -5.073 2.221  0.4358
13 H 0.850 -6.969 0.990  0.3713
14 H 0.708 -6.961 -0.654  0.3196
15 H -0.572 -7.644 0.136  0.3015
16 H -2.489 -3.899 -0.185  -0.1706
17 H -3.286 -4.436 1.047  0.3250
18 C 3.373 -4.501 0.716  -1.6865
19 C 3.180 -3.176 1.557  0.8219
20 C 4.541 -2.960 2.195  -1.2510
21 O 4.416 -2.038 3.230  -0.0823
22 C 5.628 -1.991 4.049  -0.9413
23 N 2.757 -2.099 0.718  0.0176
24 H 3.768 -5.325 1.310  0.4613
25 H 4.046 -4.324 -0.122  0.4351
26 H 2.426 -4.826 0.284  0.2540
27 H 2.411 -3.328 2.314  0.0909
28 H 5.334 -2.697 1.495  0.3359
29 H 4.754 -3.853 2.783  0.5179
30 H 5.818 -2.773 4.784  0.3136
31 H 5.564 -1.145 4.732  0.2847
32 H 6.533 -2.153 3.464  0.4051
33 H 2.852 -1.148 1.043  -0.1502
34 H 3.167 -2.095 -0.205  0.1445
35 C 1.980 -0.288 4.140  -1.3648
36 C 1.276 1.046 4.404  0.4699
37 C 1.842 2.300 3.788  0.0726
38 O 2.769 2.776 4.806  -0.4552
39 C 4.189 2.523 4.621  -0.2286
40 N -0.160 0.783 4.110  -0.4470
41 H 1.985 -0.449 3.062  0.0904
42 H 1.405 -1.111 4.565  0.3962
43 H 2.977 -0.433 4.555  0.2388
44 H 1.212 1.196 5.481  0.2043
45 H 1.032 3.005 3.599  0.3784
46 H 2.354 2.097 2.848  -0.1417
47 H 4.439 1.463 4.569  -0.0403
48 H 4.666 3.090 5.421  0.3153
49 H 4.528 2.869 3.645  0.1637
50 H -0.548 0.082 4.725  0.1905
51 H -0.654 1.657 4.225  0.0707
52 C -1.661 4.537 -4.789  -1.7222
53 C -1.301 5.261 -3.444  0.6888
54 C -0.250 4.531 -2.583  -0.5737
55 O 0.378 5.266 -1.441  -0.5324
56 C -0.608 5.259 -0.441  -0.6822
57 N -0.865 6.727 -3.614  -0.7877
58 H -1.481 3.463 -4.848  0.2635
59 H -1.006 4.896 -5.583  0.5018
60 H -2.650 4.655 -5.231  0.3729
61 H -2.123 5.510 -2.772  0.3525
62 H 0.434 4.344 -3.411  0.4728
63 H -0.495 3.555 -2.164  0.2739
64 H -0.777 4.251 -0.061  0.1283
65 H -1.517 5.794 -0.715  0.2923
66 H -0.092 5.705 0.409  0.4298
67 H -0.419 7.103 -2.789  0.2622
68 H -1.672 7.318 -3.756  0.2583
69 C 0.111 -2.078 -4.658  -0.9366
70 C 1.379 -2.325 -3.838  1.2671
71 C 2.658 -2.892 -4.528  -0.8194
72 O 2.516 -4.220 -4.952  -0.3543
73 C 3.791 -4.851 -5.171  -0.7657
74 N 1.548 -1.055 -3.164  -0.4193
75 H 0.209 -1.506 -5.581  0.3781
76 H -0.510 -1.318 -4.183  -0.1833
77 H -0.486 -2.981 -4.791  0.3905
78 H 1.031 -3.102 -3.157  -0.4880
79 H 3.523 -2.840 -3.867  0.4383
80 H 3.013 -2.403 -5.434  0.3688
81 H 4.532 -4.212 -5.651  0.3294
82 H 3.655 -5.764 -5.750  0.2420
83 H 4.209 -5.038 -4.182  0.2946
84 H 2.394 -1.038 -2.612  0.2602
85 H 0.775 -0.840 -2.550  0.0006
86 C 2.064 1.640 -1.023  -0.5643
87 C 2.925 2.923 -0.578  0.8351
88 C 4.483 2.522 -0.449  -1.2113
89 O 4.687 1.214 0.252  -0.1401
90 C 5.699 1.108 1.192  -0.4582
91 N 2.848 4.056 -1.490  -0.7802
92 H 2.599 1.010 -1.735  0.2716
93 H 1.062 1.881 -1.375  -0.0525
94 H 2.033 0.969 -0.164  -0.0134
95 H 2.581 3.273 0.395  0.3051
96 H 4.863 3.352 0.146  0.5057
97 H 4.930 2.539 -1.443  0.2269
98 H 5.475 0.423 2.009  -0.1127
99 H 5.934 2.073 1.641  0.3227
100 H 6.638 0.674 0.848  0.2883
101 H 1.878 4.259 -1.689  0.1470
102 H 3.192 4.821 -0.928  0.3245
103 C -0.982 0.326 -0.320  -0.1698
104 O -0.774 0.038 -1.517  0.3795
105 N -1.827 1.249 -0.101  1.7468
106 N -0.488 -0.237 0.736  1.2412
107 H -1.952 1.473 0.876  -0.2494
108 H -2.346 1.702 -0.839  -0.6028
109 H -0.468 0.153 1.668  -0.3675
110 H 0.107 -1.019 0.503  -0.5147
111 C -2.857 -3.526 -2.655  0.5670
112 O -3.851 -3.969 -3.229  -0.7981
113 N -2.739 -2.411 -2.035  0.3671
114 N -1.700 -4.175 -2.507  0.0830
115 H -1.946 -2.209 -1.442  -0.4515
116 H -3.509 -1.758 -2.037  0.0888
117 H -0.953 -3.640 -2.087  -0.1894
118 H -1.488 -5.005 -3.041  0.2216
119 C -5.565 3.762 0.389  0.7173
120 O -6.103 4.325 1.310  -0.7505
121 N -6.235 2.874 -0.321  -0.3118
122 N -4.491 4.169 -0.164  -0.1732
123 H -7.169 2.560 -0.101  0.1856
124 H -5.821 2.419 -1.122  0.0998
125 H -4.191 3.832 -1.068  0.1371
126 H -3.942 4.712 0.488  0.0392
127 C -5.173 -0.967 1.559  0.4856
128 O -5.827 0.028 1.666  -0.7203
129 N -5.558 -2.113 1.860  -0.2815
130 N -3.946 -1.018 1.288  0.4323
131 H -6.528 -2.386 1.913  0.2309
132 H -4.922 -2.867 2.077  0.1385
133 H -3.478 -0.172 0.995  -0.1124
134 H -3.774 -2.000 1.125  0.0743
135 C -3.095 2.628 3.307  0.4363
136 O -2.446 1.962 2.455  -0.8860
137 N -2.739 3.777 3.929  -0.3909
138 N -4.109 2.051 3.958  -0.3868
139 H -3.284 3.983 4.754  0.1690
140 H -2.609 4.507 3.243  0.2586
141 H -4.290 1.068 3.812  0.1721
142 H -4.659 2.584 4.617  0.1652
143 C -3.523 1.968 -3.226  0.2001
144 O -3.350 2.433 -2.107  -0.5194
145 N -2.776 0.978 -3.633  -0.2231
146 N -4.463 2.330 -4.058  -0.3897
147 H -2.749 0.701 -4.604  0.2082
148 H -2.324 0.426 -2.918  -0.4046
149 H -4.887 3.218 -3.831  0.2814
150 H -4.627 1.747 -4.867  0.1732



(6)
This record from the OMol25 dataset describes C3H4O3 as an isolated structure in a non-equilibrium geometry. The level of theory is ωB97M-V with the def2-TZVPD basis set.

The total energy is -342.31212 hartree. The orbital gap is 0.3378 Ha. The LUMO energy is -0.70 eV. The HOMO energy comes out at -9.8934 eV.

Last column: natural (NBO) charge in e.
Atoms and positions in Å:
1 O -1.052 -0.805 -0.448  -0.4290
2 C -1.067 -0.075 0.533  0.4225
3 C 0.123 0.731 0.851  -0.2590
4 O 0.586 0.776 -0.766  -0.5264
5 C 0.661 -0.581 -1.099  0.6295
6 O 1.295 -1.474 -0.583  -0.6505
7 H -2.029 0.040 1.024  0.1689
8 H -0.085 1.569 1.568  0.2365
9 H 1.033 0.210 1.101  0.2784
10 H 0.533 -0.391 -2.181  0.1291